Record 1
Entry from the OMol25 dataset: a cluster of 2 separate species, CF3NO3 in total (ωB97M-V/def2-TZVPD).

Each line ends with the natural charge from an NBO analysis.
Element x y z (Å)
C 0.300 -0.834 -1.140  1.269
N -0.316 0.999 1.262  0.702
O -0.743 1.506 2.306  -0.402
O 0.822 0.942 0.832  -0.478
O -1.155 0.220 0.725  -0.423
F 0.827 -1.850 -0.612  -0.218
F 1.070 0.093 -1.574  -0.211
F -0.807 -1.077 -1.800  -0.239

## Properties
Total charge: 0
HOMO (alpha / beta) (eV): -10.25 / -9.46
Energy above the lowest of the compared OMol25 structures with the same formula, charge and spin (eV): 3.5963
Total energy (eV): -16814.3996

Record 2
Entry from the OMol25 dataset: a structure of composition C29H30BF2O2PS2V (ωB97M-V/def2-TZVPD).

Each line ends with the natural charge from an NBO analysis.
Element x y z (Å)
V 1.033 -0.765 0.441  1.049
C -0.394 -3.686 -1.893  -0.645
C 0.792 -3.188 -1.124  0.053
C 1.324 -3.950 -0.090  -0.219
C 2.427 -3.508 0.643  0.083
C 3.006 -4.356 1.730  -0.649
C 3.044 -2.310 0.278  -0.214
C 2.613 -1.576 -0.842  -0.165
C 3.552 -0.589 -1.484  -0.634
C 1.432 -1.994 -1.487  -0.297
H -0.157 -4.649 -2.343  0.247
H -0.678 -2.991 -2.681  0.227
H -1.244 -3.839 -1.228  0.232
H 0.868 -4.900 0.151  0.232
H 3.427 -5.262 1.296  0.244
H 2.242 -4.657 2.443  0.241
H 3.794 -3.832 2.265  0.228
H 3.973 -2.019 0.763  0.244
H 4.459 -1.120 -1.776  0.246
H 3.845 0.208 -0.800  0.256
H 3.118 -0.158 -2.385  0.221
H 1.107 -1.479 -2.392  0.233
C 2.059 -1.391 5.922  -0.267
O 1.315 -1.826 4.789  -0.463
C 1.485 -1.255 3.624  0.140
S 2.726 -0.118 3.329  0.079
S 0.411 -1.777 2.425  -0.072
H 1.933 -2.158 6.684  0.217
H 1.663 -0.438 6.284  0.208
H 3.116 -1.274 5.674  0.204
F 0.834 1.369 2.045  -0.509
B 1.930 0.617 1.677  0.539
F 2.831 1.369 0.981  -0.514
O -0.492 0.129 0.013  -1.153
P -1.290 1.277 -0.545  1.912
C -0.234 2.335 -1.574  -0.443
C -0.669 3.525 -2.148  -0.169
C 0.206 4.259 -2.930  -0.196
C 1.507 3.820 -3.129  -0.169
C 1.945 2.644 -2.542  -0.202
C 1.071 1.901 -1.770  -0.083
C -2.029 2.233 0.801  -0.354
C -3.105 1.645 1.457  -0.179
C -3.715 2.313 2.502  -0.204
C -3.255 3.564 2.883  -0.168
C -2.166 4.134 2.243  -0.192
C -1.544 3.472 1.198  -0.184
C -2.589 0.531 -1.575  -0.431
C -3.454 1.294 -2.350  -0.112
C -4.393 0.664 -3.148  -0.215
C -4.481 -0.720 -3.167  -0.173
C -3.630 -1.479 -2.379  -0.194
C -2.684 -0.857 -1.584  -0.188
H -1.675 3.875 -1.969  0.224
H -0.123 5.181 -3.386  0.231
H 2.187 4.404 -3.730  0.231
H 2.963 2.315 -2.684  0.227
H 1.390 0.983 -1.284  0.166
H -3.458 0.674 1.136  0.223
H -4.555 1.865 3.011  0.228
H -3.740 4.088 3.693  0.228
H -1.806 5.103 2.556  0.227
H -0.684 3.904 0.705  0.232
H -3.391 2.371 -2.328  0.211
H -5.056 1.256 -3.759  0.229
H -5.215 -1.207 -3.791  0.229
H -3.707 -2.557 -2.387  0.224
H -2.015 -1.439 -0.960  0.216

## Properties
Spin multiplicity: 3
Total charge: +1
HOMO (alpha / beta) (eV): -10.48 / -9.95
Energy above the lowest of the compared OMol25 structures with the same formula, charge and spin (eV): 1.8254
Total energy (eV): -97411.9393

Record 3
Entry from the OMol25 dataset: a cluster of 2 separate species, C28H37BNO2 in total (ωB97M-V/def2-TZVPD).

Each line ends with the natural charge from an NBO analysis.
Element x y z (Å)
C 7.515 -2.048 -0.261  -0.266
O 6.428 -2.032 0.687  -0.456
C 5.161 -2.250 0.257  0.418
C 4.155 -2.250 1.257  -0.274
C 2.838 -2.407 0.908  -0.107
C 2.431 -2.494 -0.457  -0.114
C 1.039 -2.530 -0.772  0.093
C 0.465 -2.189 -2.029  -0.190
C -0.837 -2.657 -2.375  -0.089
C -1.446 -2.227 -3.534  -0.107
C -0.783 -1.309 -4.388  0.492
O -1.524 -0.906 -5.452  -0.455
C -2.813 -1.647 -5.388  -0.068
C -2.796 -2.504 -4.118  -0.467
C 0.511 -0.841 -4.095  -0.313
C 1.117 -1.288 -2.944  -0.094
C 3.469 -2.565 -1.440  -0.115
C 4.805 -2.444 -1.102  -0.323
H 8.401 -1.863 0.351  0.225
H 7.598 -3.025 -0.759  0.194
H 7.401 -1.253 -1.013  0.192
H 4.472 -2.120 2.291  0.253
H 2.075 -2.449 1.686  0.238
H 0.360 -2.884 0.007  0.238
H -1.351 -3.385 -1.744  0.235
H -3.616 -0.901 -5.381  0.211
H -2.882 -2.258 -6.295  0.209
H -2.922 -3.565 -4.353  0.244
H -3.599 -2.205 -3.438  0.242
H 0.996 -0.158 -4.784  0.250
H 2.124 -0.945 -2.702  0.232
H 3.212 -2.734 -2.486  0.230
H 5.577 -2.488 -1.875  0.244
C 0.991 0.826 1.159  -0.629
C 0.041 1.890 1.690  -0.013
C 0.507 2.296 3.088  -0.637
N -1.448 1.463 1.711  -0.431
C -2.174 2.514 2.507  0.164
C -2.075 3.811 2.017  -0.256
C -2.717 4.864 2.680  -0.197
C -3.454 4.593 3.838  -0.209
C -3.547 3.289 4.323  -0.205
C -2.898 2.230 3.651  -0.177
C -2.045 1.540 0.282  -0.013
C -3.571 1.489 0.344  -0.636
C -1.528 0.476 -0.675  -0.634
B -1.593 -0.038 2.308  -0.229
H -0.979 -0.863 1.605  -0.072
H 2.024 1.183 1.273  0.221
H 0.928 -0.122 1.707  0.237
H 0.858 0.618 0.100  0.202
H 0.081 2.768 1.024  0.198
H 1.567 2.574 3.025  0.220
H -0.016 3.175 3.480  0.229
H 0.417 1.479 3.816  0.239
H -1.492 4.012 1.116  0.214
H -2.627 5.876 2.278  0.225
H -3.952 5.416 4.353  0.226
H -4.125 3.085 5.227  0.227
H -2.974 1.216 4.038  0.252
H -1.739 2.521 -0.114  0.199
H -3.956 1.556 -0.682  0.216
H -3.950 0.558 0.785  0.241
H -4.003 2.335 0.889  0.230
H -2.182 0.419 -1.558  0.217
H -0.541 0.723 -1.068  0.202
H -1.507 -0.530 -0.244  0.243
H -1.132 -0.067 3.435  -0.032
H -2.769 -0.352 2.335  -0.032

## Properties
Total charge: +1
HOMO (eV): -11.28
Energy above the lowest of the compared OMol25 structures with the same formula, charge and spin (eV): 0.0000
Total energy (eV): -35890.0841